Record 1
Entry from the Open Molecules 2025 dataset: 2 unconnected molecules or ions with the total composition C2H7NO2 (the ωB97M-V functional and the def2-TZVPD basis).

```
12
C2H7NO2 | the Open Molecules 2025 dataset | the ωB97M-V functional and the def2-TZVPD basis
C 2.17166 -0.64851 0.63616
O 1.32329 -1.17275 1.23833
H 2.60397 0.27799 1.04458
H 2.66305 -1.18898 -0.18207
N -1.03942 -0.39529 0.27655
C -1.04900 0.31472 -1.03278
O -1.26063 1.66018 -0.99240
H -0.54556 0.24334 0.93583
H -1.92146 -0.77882 0.59057
H -0.19083 -0.00674 -1.53117
H -2.06135 0.13188 -1.66958
H -0.50918 2.19165 -0.71176
```

The calculation puts the HOMO-LUMO gap at 9.71 eV. Its HOMO energy is -9.061 eV. The calculation puts the energy relative to the best compared isomer or geometry (same formula, charge and spin) at 313.51 kJ/mol.

Need the natural (NBO) charges? In units of e they are: C 0.2570; O -0.4651; H 0.0971; H 0.1060; N -0.8718; C 0.0945; O -0.7246; H 0.3604; H 0.3757; H 0.1433; H 0.1670; H 0.4605


Record 2
Entry from the Open Molecules 2025 dataset: a molecular structure, C31H47CeClO2P2 (the ωB97M-V functional and the def2-TZVPD basis).

```
84
C31H47CeClO2P2 | the Open Molecules 2025 dataset | the ωB97M-V functional and the def2-TZVPD basis
Ce -0.30424 -0.35429 1.49753
C -0.70971 -2.71642 2.47384
C 0.62216 -2.69144 1.93235
C 0.58483 -1.35250 3.82853
C -0.72810 -1.88434 3.63972
C 1.41681 -1.84097 2.77467
C -1.86253 -3.53155 1.99239
H -1.61829 -4.05787 1.06472
H -2.76346 -2.92376 1.82158
H -2.12904 -4.28866 2.74558
C -1.87597 -1.67370 4.56702
H -2.73900 -2.27313 4.25718
H -2.18921 -0.62320 4.59405
H -1.60747 -1.96769 5.59168
C 1.02873 -0.53143 4.98864
H 0.98080 -1.10286 5.93244
H 0.40521 0.35929 5.12281
H 2.06256 -0.19653 4.85571
C 2.87663 -1.57629 2.65342
H 3.43852 -2.09966 3.44609
H 3.10338 -0.50588 2.75919
H 3.27214 -1.91997 1.69165
C 1.14075 -3.49018 0.78498
H 1.59254 -4.43117 1.13950
H 1.92352 -2.94271 0.24217
H 0.34350 -3.75026 0.07788
C -1.80687 0.27293 -4.93583
C -1.81654 -1.05815 -5.12855
C -0.95282 -1.77425 -6.13108
C 0.44745 -1.15789 -6.38566
C 1.16944 -0.64258 -5.17326
C 1.18602 0.64666 -4.79553
C 0.29365 1.71350 -5.36499
C -1.09670 1.23460 -5.84730
H -1.47641 -1.83733 -7.10068
H 0.36956 -0.38722 -7.16092
H -0.81331 -2.81861 -5.81329
H -1.00416 0.82102 -6.85824
H -2.48881 0.72758 -4.20992
H -2.58991 -1.67785 -4.65376
H -1.73400 2.12115 -5.96712
H 0.14410 2.50263 -4.60938
H 1.93892 0.99961 -4.07852
H 0.80268 2.20975 -6.21125
H 1.07010 -1.94454 -6.83639
H 1.82183 -1.37327 -4.67659
P -1.03555 -0.61313 -1.31840
P 1.99304 0.60985 -0.22796
C -0.07185 0.69663 -2.21836
C 0.96429 1.54802 -1.46885
H -0.77279 1.35157 -2.75496
H 0.42386 0.09118 -2.98320
H 1.68522 1.99564 -2.17355
H 0.46170 2.37027 -0.93140
C 2.87387 1.97277 0.61023
H 3.56029 1.53426 1.34870
H 2.16038 2.62087 1.13612
H 3.44590 2.54201 -0.13505
C 3.35185 -0.12243 -1.18440
H 3.79491 0.63051 -1.85217
H 3.00056 -0.98585 -1.76516
H 4.12131 -0.47010 -0.47356
C -2.75160 -0.00487 -1.42273
H -3.39990 -0.75710 -0.96114
H -3.07236 0.16448 -2.45514
H -2.84219 0.92996 -0.85431
C -0.98893 -2.17827 -2.25795
H -0.01940 -2.67688 -2.15155
H -1.17958 -2.04490 -3.32797
H -1.76769 -2.83694 -1.85590
Cl -1.27306 5.91953 7.45925
C -1.14002 4.78739 6.17652
C -2.29782 4.16412 5.67932
C -2.18236 3.24587 4.63464
C -0.91637 2.94858 4.12725
C 0.23341 3.58361 4.60065
C 0.12955 4.51162 5.63788
C -0.76358 1.89266 3.08400
O -1.76826 1.21168 2.64208
O 0.42949 1.61146 2.65697
H -3.26966 4.40359 6.10902
H -3.05120 2.77123 4.18136
H 1.18998 3.35712 4.13313
H 1.01530 5.01344 6.01954
```

The charge is +2. The calculation puts the HOMO-LUMO gap (spin up / spin down) at 6.03 / 5.80 eV. Its HOMO energy (spin up / spin down) is -13.609 / -13.609 eV. The calculation puts the energy relative to the best compared isomer or geometry (same formula, charge and spin) at 0.00 kJ/mol.

Need the Löwdin charges? In units of e they are: Ce 1.2595; C -0.2939; C -0.3137; C -0.2469; C -0.2564; C -0.2878; C 0.0051; H 0.0863; H 0.1005; H 0.1186; C 0.0176; H 0.0948; H 0.0939; H 0.1137; C 0.0197; H 0.1187; H 0.0906; H 0.0959; C -0.0076; H 0.1205; H 0.0858; H 0.0801; C -0.0020; H 0.1218; H 0.0821; H 0.0746; C -0.1190; C -0.1406; C -0.1689; C -0.1817; C -0.1051; C -0.1578; C -0.1671; C -0.1735; H 0.1311; H 0.1070; H 0.1124; H 0.1067; H 0.0867; H 0.1128; H 0.1238; H 0.1078; H 0.0948; H 0.1328; H 0.1218; H 0.1112; P 0.8331; P 0.8250; C -0.3927; C -0.3590; H 0.0871; H 0.0353; H 0.0895; H 0.0998; C -0.2342; H 0.0556; H 0.0447; H 0.0701; C -0.2354; H 0.0673; H 0.0477; H 0.0600; C -0.2277; H 0.0576; H 0.0397; H 0.0633; C -0.2162; H 0.0495; H 0.0096; H 0.0641; Cl 0.7454; C -0.6461; C -0.0644; C 0.0064; C -0.1521; C -0.0016; C -0.0652; C -0.5093; O -0.0976; O -0.1444; H 0.1188; H 0.1285; H 0.1242; H 0.1171


Record 3
Entry from the Open Molecules 2025 dataset: a single C4H5N3O molecule (the ωB97M-V functional and the def2-TZVPD basis).

```
13
C4H5N3O | the Open Molecules 2025 dataset | the ωB97M-V functional and the def2-TZVPD basis
C -2.65678 0.29384 0.03596
N -1.67502 -0.83250 0.08161
C -0.43169 -0.45424 -0.07699
N 0.61934 -1.38609 -0.03241
C 1.85834 -0.86858 0.00628
N 2.13950 0.58887 0.10485
C 1.06801 1.29016 -0.00457
O -0.23105 0.91039 -0.18000
H -3.80868 0.04080 0.24913
H -2.41766 0.83666 0.97004
H -2.57601 0.85665 -0.95919
H 2.89588 -1.43508 -0.01957
H 1.14088 2.25878 0.35713
```

The calculation puts the HOMO-LUMO gap at 8.93 eV. Its HOMO energy is -9.388 eV. The calculation puts the energy relative to the best compared isomer or geometry (same formula, charge and spin) at 328.72 kJ/mol.

Need the natural (NBO) charges? In units of e they are: C -0.4621; N -0.4297; C 0.5861; N -0.4356; C 0.2604; N -0.5059; C 0.4419; O -0.4692; H 0.2090; H 0.2000; H 0.2054; H 0.2209; H 0.1787


Record 4
Entry from the Open Molecules 2025 dataset: 2 unconnected molecules or ions with the total composition C30H60N3O6 (the ωB97M-V functional and the def2-TZVPD basis).

```
99
C30H60N3O6 | the Open Molecules 2025 dataset | the ωB97M-V functional and the def2-TZVPD basis
C -4.07235 4.31150 -1.06471
C -3.17838 4.32056 0.34423
O -1.77059 4.40576 -0.07346
C -0.91771 3.42853 0.62443
C 0.37356 2.90572 -0.30333
C 1.65686 2.85389 0.71183
C 2.55791 1.48855 0.63757
C 2.77378 0.75674 2.12612
C 3.86106 -0.48830 1.87622
C 3.86206 -1.56937 3.12133
C 2.88098 -2.88565 2.84993
C 3.70213 -4.30914 2.97637
C 4.11504 -4.69669 4.52064
C 2.96529 -5.54130 5.34186
O 1.59652 -4.97420 5.21384
C 0.68980 -5.85530 5.99620
C 0.62623 3.81129 -1.67947
N -0.18426 3.15890 -2.77565
C -1.02152 2.05811 -2.15940
N -2.22534 1.49828 -2.52575
C -2.72439 0.34712 -1.63470
C -4.32400 -0.01462 -1.89956
C -4.65195 -1.56162 -1.45596
C -4.77737 -2.61614 -2.72911
C -3.38615 -3.40966 -3.07630
C -2.35252 -2.61056 -4.06616
C -3.06037 -1.77498 -5.28623
C -1.95702 -1.11401 -6.31242
C -0.70039 -0.35851 -5.57545
C -0.32352 1.04427 -6.34146
O 0.96574 0.81925 -7.06315
C 1.86167 1.90800 -6.62191
N -0.14859 1.64840 -0.95385
H -3.71487 5.17345 -1.78330
H -5.17822 4.53824 -0.75652
H -4.02375 3.25503 -1.58323
H -3.56241 5.25403 0.95791
H -3.45623 3.37011 0.96774
H -1.47762 2.45303 0.97588
H -0.55498 3.96434 1.62160
H 2.37830 3.74637 0.38292
H 1.41086 3.04791 1.84151
H 2.14207 0.64789 -0.06118
H 3.62939 1.77740 0.19994
H 1.76912 0.20651 2.45990
H 3.15706 1.52770 2.93799
H 4.96676 -0.07218 1.79365
H 3.60948 -1.10649 0.89280
H 4.96155 -2.01389 3.19652
H 3.61675 -1.09744 4.16987
H 1.98871 -2.83926 3.63691
H 2.46552 -2.75784 1.74914
H 3.05806 -5.21960 2.56437
H 4.71446 -4.25527 2.36012
H 4.31396 -3.71034 5.15401
H 5.11034 -5.34025 4.58183
H 2.89656 -6.64667 4.93989
H 3.26552 -5.49929 6.48708
H -0.19113 -5.23515 6.49659
H 1.25568 -6.40534 6.88210
H 0.21448 -6.70770 5.32897
H 0.22431 4.91538 -1.69087
H 1.78203 3.89285 -1.84431
H -0.62305 3.76917 -3.49849
H -2.71921 1.83641 -3.38130
H -2.63714 0.70650 -0.50319
H -2.03231 -0.60464 -1.77270
H -4.48845 0.11294 -3.06342
H -4.92801 0.79140 -1.26263
H -5.72487 -1.54337 -0.94014
H -3.90977 -1.98898 -0.64688
H -5.55113 -3.44775 -2.36594
H -5.28842 -2.08123 -3.63633
H -2.78379 -3.62809 -2.06880
H -3.65780 -4.48527 -3.50450
H -1.67886 -3.44667 -4.58582
H -1.60543 -1.95626 -3.43524
H -3.85833 -0.98573 -4.88397
H -3.70840 -2.56379 -5.90423
H -2.48166 -0.38789 -7.06913
H -1.50067 -2.01542 -6.93780
H -0.88670 -0.11267 -4.44063
H 0.25161 -1.06612 -5.67243
H -0.20988 1.92234 -5.54599
H -1.11739 1.31748 -7.17215
H 1.38620 2.97575 -6.80838
H 2.90056 1.88640 -7.18735
H 2.03423 1.80456 -5.45796
H 0.55069 1.05311 -1.49222
C 2.20778 2.77217 7.51830
C 2.22794 3.53257 6.23208
O 2.26972 2.51297 5.25188
C 1.74829 1.38929 5.82556
O 1.47624 0.36799 5.21678
O 1.57025 1.55805 7.16843
H 1.64844 3.29225 8.30079
H 3.21404 2.54921 7.88819
H 1.32101 4.12835 6.08432
H 3.10029 4.18659 6.14896
```

The charge is +1. The calculation puts the HOMO-LUMO gap at 7.78 eV. Its HOMO energy is -10.994 eV. The calculation puts the energy relative to the best compared isomer or geometry (same formula, charge and spin) at 1301.82 kJ/mol.

Need the Löwdin charges? In units of e they are: C -0.0928; C -0.2269; O -0.2207; C -0.1219; C -0.3143; C -0.1162; C -0.2014; C -0.1875; C -0.2168; C -0.2164; C -0.2036; C -0.2133; C -0.1825; C -0.2334; O -0.2710; C -0.1346; C -0.0931; N 0.0590; C -0.1251; N 0.0946; C -0.1536; C -0.1695; C -0.1965; C -0.2101; C -0.2098; C -0.2213; C -0.2162; C -0.1990; C -0.1687; C -0.2138; O -0.2535; C -0.1402; N 0.0533; H 0.0911; H 0.0859; H 0.0474; H 0.1346; H 0.1233; H 0.1340; H 0.1442; H 0.1331; H 0.1181; H 0.0948; H 0.1248; H 0.1278; H 0.1160; H 0.1135; H 0.1098; H 0.1079; H 0.1055; H 0.1176; H 0.1007; H 0.1192; H 0.1124; H 0.1188; H 0.1219; H 0.1325; H 0.1306; H 0.1045; H 0.0963; H 0.1001; H 0.1430; H 0.1348; H 0.1416; H 0.1723; H 0.1364; H 0.1278; H 0.1005; H 0.1215; H 0.1211; H 0.1206; H 0.1217; H 0.1039; H 0.1196; H 0.1218; H 0.1308; H 0.0799; H 0.0886; H 0.1319; H 0.1081; H 0.1285; H 0.0769; H 0.1389; H 0.0957; H 0.1329; H 0.1006; H 0.1119; H 0.0952; H 0.1463; C -0.1363; C -0.1399; O 0.0368; C -0.5098; O 0.1214; O 0.0707; H 0.1404; H 0.1393; H 0.1360; H 0.1393


Record 5
Entry from the Open Molecules 2025 dataset: 3 unconnected molecules or ions with the total composition C6H6 (the ωB97M-V functional and the def2-TZVPD basis).

```
12
C6H6 | the Open Molecules 2025 dataset | the ωB97M-V functional and the def2-TZVPD basis
C 1.85411 -0.94239 -0.03106
C 1.03719 -1.81933 0.01299
H 2.66529 -0.25985 -0.07083
H 0.41824 -2.68069 0.04780
C -1.74134 -1.13781 0.11416
C -2.09334 0.00842 0.09325
H -1.55447 -2.18177 0.14124
H -2.52799 0.97645 0.08391
C -0.11826 2.07300 -0.08723
C 1.05052 1.80459 -0.09802
H -1.11629 2.43261 -0.08569
H 2.10615 1.69702 -0.11432
```

The calculation puts the HOMO-LUMO gap at 11.38 eV. Its HOMO energy is -10.111 eV. The calculation puts the energy relative to the best compared isomer or geometry (same formula, charge and spin) at 720.89 kJ/mol.

Need the natural (NBO) charges? In units of e they are: C -0.2222; C -0.2256; H 0.2234; H 0.2236; C -0.2312; C -0.2138; H 0.2245; H 0.2212; C -0.2315; C -0.2139; H 0.2242; H 0.2212


Record 6
Entry from the Open Molecules 2025 dataset: 2 unconnected molecules or ions with the total composition C7H17N2Si (the ωB97M-V functional and the def2-TZVPD basis).

```
27
C7H17N2Si | the Open Molecules 2025 dataset | the ωB97M-V functional and the def2-TZVPD basis
C 0.83655 -1.63521 1.86832
C -0.21532 -1.13977 1.04272
C 0.78775 -2.47839 2.90934
C 3.37510 1.01148 0.55433
C -0.35659 0.92618 -2.67204
C -1.67393 1.88215 0.09127
C -2.67839 -0.74439 -1.12177
N -0.00292 -0.39559 -0.00054
N 2.63856 0.43676 -0.29389
Si -1.22761 0.48012 -1.07469
H 1.72366 -1.43540 1.43253
H -1.13533 -1.44894 1.32459
H -0.14852 -2.63187 3.55210
H 1.58739 -3.03376 3.25367
H 3.25206 0.84471 1.63755
H 3.98878 1.80343 0.32066
H -0.61889 0.32836 -3.46821
H -0.48011 1.93713 -2.90899
H 0.72451 1.06489 -2.57179
H -2.05723 1.50894 0.99634
H -0.96481 2.69237 0.29907
H -2.43150 2.48066 -0.26702
H -2.31457 -1.75770 -1.44308
H -3.15832 -0.78893 -0.16935
H -3.28486 -0.49965 -2.08950
H 2.80608 0.57181 -1.27686
H 1.02849 0.02061 0.07524
```

The charge is +1. The calculation puts the HOMO-LUMO gap at 9.60 eV. Its HOMO energy is -13.932 eV. The calculation puts the energy relative to the best compared isomer or geometry (same formula, charge and spin) at 69.70 kJ/mol.

Need the natural (NBO) charges? In units of e they are: C -0.3261; C 0.2565; C -0.1831; C 0.0475; C -1.1164; C -1.1221; C -1.1294; N -0.7937; N -0.6727; Si 1.7195; H 0.2119; H 0.1915; H 0.2132; H 0.2165; H 0.1725; H 0.1710; H 0.2579; H 0.2679; H 0.2515; H 0.2415; H 0.2587; H 0.2585; H 0.2574; H 0.2504; H 0.2757; H 0.3754; H 0.4486